Formula: C26H54N2O25S3
Source: OMol25
Level of theory: wB97M-V/def2-TZVPD

Geometry as XYZ:
```
110
Properties=species:S:1:pos:R:3:forces:R:3:lowdin_charge:R:1
H 0.78681 3.08509 -1.36011 1.02 -0.35 -1.55 0.16
O -3.93119 -1.42991 4.42489 -2.23 0.52 -0.19 -0.30
O -5.40819 4.29709 -0.00511 0.05 -0.69 -0.33 0.15
H 4.63981 -0.55091 0.85389 0.75 -0.87 1.15 0.09
H 2.60881 6.07309 0.47989 -0.04 -0.48 -0.21 0.06
O -0.74819 -0.16091 5.59489 -0.18 0.82 0.86 0.10
H 7.56781 -0.80091 -3.32111 -0.17 -0.26 -0.04 0.09
H -2.94419 1.27209 0.20789 1.44 -1.88 2.43 0.09
C 0.81581 -2.07491 -5.64211 3.17 4.42 0.25 0.00
O -0.23219 4.99709 -3.02811 -4.72 1.26 0.25 0.08
H 0.87381 2.41709 1.52389 -1.08 -0.50 -0.15 0.09
H -0.13719 -0.66291 3.77389 0.99 2.22 1.04 0.16
H -0.69319 -0.86591 -2.71811 -0.27 -0.13 1.69 0.08
H 0.73381 -3.13991 0.29489 0.15 -0.25 0.96 0.12
H -0.81919 -5.26891 0.30689 1.42 1.46 0.96 0.17
H -2.18219 -2.31791 2.82489 -0.74 0.48 -1.16 0.10
C -0.21219 -4.88991 1.22589 -2.54 1.60 -0.42 -0.15
O -3.56019 3.10709 0.01589 2.33 0.51 1.77 0.13
H 1.75781 -2.63291 -5.83611 -1.10 -0.50 0.83 0.10
C -2.75819 -1.45791 2.36889 0.21 -0.54 -0.63 -0.11
H 4.05981 -2.29491 1.05489 -0.40 0.54 0.71 0.06
H -0.49219 -3.74391 -2.94111 0.22 1.09 -1.79 0.13
O -6.26219 -2.07791 5.17289 -1.05 -0.30 -0.10 -0.28
C -1.64019 -0.52991 -4.77111 -1.61 -1.72 -1.27 -0.20
C 0.28981 -0.07591 4.72589 0.61 -3.15 -5.93 -0.16
C 4.78381 -1.61891 0.60589 -0.62 -0.58 -0.29 -0.04
H -4.59519 -2.41191 2.65089 0.07 1.19 0.53 0.13
H -2.60119 -1.27891 -4.73511 2.55 1.43 0.43 0.15
H 1.47381 5.24909 -1.91311 0.04 0.87 1.02 0.11
H 7.04881 -1.29491 -4.99411 -0.39 -1.03 2.78 0.16
H 1.47781 -1.96391 4.65789 1.10 -1.36 -2.53 0.09
O -0.24619 6.30609 0.08989 0.57 0.25 -0.71 -0.28
H 1.30481 -2.34691 -2.13511 -0.89 0.64 -0.40 0.11
C -4.59819 -1.21091 6.99589 -2.49 -4.47 -2.93 -0.07
H -0.96019 -4.72291 1.98789 -0.46 -0.29 0.30 0.12
C -3.09019 1.91609 -0.56011 -4.93 -1.44 2.96 -0.10
H -2.11219 -0.62891 2.50089 0.26 1.32 0.80 0.04
H 0.29081 0.00209 -4.00411 -0.58 -1.21 1.06 0.15
C -4.75719 3.34509 -0.33811 -2.94 1.03 -0.95 -0.61
S 5.37481 -1.55691 -3.28711 -4.06 -0.16 1.93 0.68
O -2.05019 3.77809 -3.78711 2.04 1.12 -0.18 0.14
C 1.09481 4.75409 -2.76211 -0.77 -2.71 1.69 -0.10
H -0.16419 -4.39291 -4.59411 0.37 3.00 0.65 0.16
C -0.46319 -3.36591 -4.04911 0.99 -3.83 2.97 -0.03
H 0.60181 -2.85191 2.03989 -0.51 -0.84 -0.24 0.12
O 4.74381 -2.85991 -3.46511 0.91 1.06 -0.31 -0.31
H 5.74581 -2.13991 0.86789 -0.59 1.10 -0.83 0.10
H 2.09981 -1.20791 -3.18111 0.78 2.12 -0.49 0.06
O 0.73981 -1.62491 6.30989 1.90 -0.30 0.69 0.10
H 2.29581 7.76409 0.65589 -0.85 -0.18 0.41 0.09
C 0.72581 -3.65991 1.29189 0.10 1.33 -2.37 -0.09
C 0.98181 3.23209 -2.47611 1.03 -0.24 -0.41 -0.07
O -5.14819 2.36709 -1.19311 -2.43 1.11 0.06 0.07
N 0.30781 -2.09391 -4.14611 2.40 -0.74 -0.93 -0.29
O 2.01481 -4.25191 1.49489 0.02 0.65 0.14 0.06
H -4.21619 -2.27791 7.05889 -0.83 1.05 -0.42 0.11
C -4.14019 -1.41291 2.93889 -0.51 -1.00 0.61 -0.26
H 3.69681 -2.42891 -1.15111 0.75 -0.16 -0.13 0.12
H 2.35181 -0.40891 5.32089 -1.30 -2.02 0.24 0.17
H 3.61181 -0.80191 -0.79011 -1.65 2.84 -0.98 0.07
C 1.55181 -2.07891 -3.17311 -3.04 -1.39 0.54 0.03
H -5.39819 -1.11391 7.65189 -1.41 0.37 1.21 0.04
O 0.61081 -5.89791 1.58389 0.30 -3.18 1.05 0.08
H -1.47019 -3.26791 -4.28311 -1.71 0.88 -0.72 0.05
H 2.09481 -2.87891 -3.45111 2.31 -2.54 -1.39 0.05
O -0.18519 7.05709 2.40889 1.19 -0.23 -0.38 -0.27
C 1.85981 -5.54691 1.69689 5.70 -3.87 -0.33 -0.54
H -0.88919 1.67209 1.29989 1.60 1.71 1.42 0.10
H -2.31919 2.21009 -0.98711 7.27 1.61 -4.47 0.06
H -0.66919 3.84909 0.47189 -0.76 0.51 -1.50 0.08
C -0.39819 -0.86091 -3.72011 -1.79 2.40 -5.39 -0.08
H -1.33219 -0.64991 -5.91211 0.05 0.21 2.34 0.13
H -4.63519 0.50509 -0.93211 -1.09 -3.16 1.74 0.09
H 2.62581 6.73409 2.10489 -0.29 0.16 -0.35 0.08
H -0.08219 2.24309 2.96189 -0.72 0.15 -0.88 0.06
O -0.17719 2.84209 -3.16411 -1.21 -0.78 -0.27 0.02
C 2.12081 6.78509 1.12589 1.31 -0.30 0.68 -0.13
S -5.33119 -1.02091 5.31589 4.40 -0.32 -0.75 0.65
O 2.83381 -6.36791 1.81689 -4.27 3.56 -0.08 0.07
C -0.88619 3.90309 -3.43011 -3.88 0.23 0.82 -0.57
H 1.50881 2.58409 -3.17211 2.65 -0.11 1.88 0.14
S 0.44581 6.32509 1.34189 -3.04 -0.95 0.65 0.62
C 1.40481 -1.06591 5.14389 -0.22 3.45 2.57 -0.04
C -0.19819 2.45409 1.86889 0.16 -0.08 -0.03 -0.03
O -0.85619 -0.49391 -0.29511 2.07 1.24 1.27 -0.12
O -1.30119 -1.49091 7.26789 2.64 0.31 -2.47 0.08
O 1.01981 0.18509 -1.12711 0.49 0.79 1.55 -0.07
O 0.49881 4.74709 1.79889 3.86 2.47 0.52 -0.27
C -4.20319 1.32809 -1.31011 -0.64 3.05 -3.83 -0.08
H -4.80019 -0.59391 2.48689 0.97 -0.79 1.28 0.14
C -0.57919 3.92909 1.51789 -0.01 -2.13 -0.02 -0.29
H 1.29781 -0.95691 -5.90611 -1.53 -2.54 1.19 0.17
C 4.29781 -1.54991 -0.85911 0.75 -3.51 1.76 -0.32
O 4.63981 -0.40691 -3.81711 1.47 -1.22 0.50 -0.31
O 0.96881 -0.46691 1.00989 -0.82 1.48 -1.81 -0.06
N 0.40281 -0.14291 -0.08111 -1.59 -3.74 -1.21 -0.52
H -1.72519 1.43109 -4.46911 2.54 2.94 0.73 0.00
H 7.43281 -2.47691 -3.64111 2.01 -4.68 0.86 0.00
C -0.45619 -1.15491 6.40289 -5.18 -0.61 5.41 -0.59
H -4.17719 1.19909 -2.41111 1.03 -0.16 0.55 0.15
H 0.70081 0.88509 4.49189 -0.42 0.62 0.09 0.11
O -5.56619 0.31309 4.86389 -0.89 0.14 0.77 -0.28
O -2.26619 0.72609 -4.63211 -2.05 -3.57 -0.19 -0.04
H -3.79619 -0.70191 7.22589 3.90 3.47 0.70 -0.01
O 5.46081 -1.38291 -1.59111 2.05 0.66 -4.11 -0.24
C 7.02281 -1.61091 -3.82811 -1.03 6.28 -2.99 -0.12
H 0.09781 -2.16891 -6.42911 -0.86 -0.67 0.29 0.07
H 1.33781 5.20209 -3.62611 3.81 0.55 -3.20 0.11
H -1.37119 4.44109 1.98089 -1.90 -0.38 0.47 0.12
H -2.90319 -1.37391 1.27489 0.50 -1.14 0.22 0.08
```
Positions in Å, forces in eV/Å.

Properties
LUMO = -0.021 Eh
Energy relative to the best compared isomer or geometry (same formula, charge and spin) = 0.263 eV
Highest occupied orbital energy = -0.3426 Ha
E = -4207.545171 Ha
Gap between HOMO and LUMO = 8.7580 eV

***

Formula: CH4N2O
Source: OMol25
Level of theory: wB97M-V/def2-TZVPD

Geometry as XYZ:
```
8
Properties=species:S:1:pos:R:3:forces:R:3:lowdin_charge:R:1
C 0.37528 -0.56473 0.51250 -0.77 1.95 -0.30 -0.20
N -0.27610 -0.25470 -1.60147 -0.79 -0.03 -4.58 -0.08
H -0.61641 0.36875 -2.39887 0.39 -0.51 2.44 0.05
N -0.24365 0.15448 -0.40032 -0.50 0.49 3.17 -0.20
H 0.94337 -1.42766 0.31448 0.35 -0.73 -0.50 0.12
H -0.84745 0.94860 0.10330 1.25 -1.40 -1.75 0.21
H 0.21175 0.84013 1.71252 -0.23 1.44 0.38 0.07
O 0.45320 -0.06486 1.75786 0.30 -1.22 1.15 0.02
```
Positions in Å, forces in eV/Å.

Properties
LUMO = 0.020 Eh
Energy relative to the best compared isomer or geometry (same formula, charge and spin) = 4.644 eV
Highest occupied orbital energy = -0.2567 Ha
E = -225.121325 Ha
Gap between HOMO and LUMO = 7.5276 eV

***

Formula: CH9O3S
Source: OMol25
Level of theory: wB97M-V/def2-TZVPD

Geometry as XYZ:
```
14
Properties=species:S:1:pos:R:3:forces:R:3:lowdin_spin:R:1
H -0.35999 1.66989 -2.38794 0.66 0.15 -0.17 0.03
H -0.23420 1.55208 1.80851 0.13 -0.07 -0.05 0.00
H -0.26735 2.57160 -0.86191 0.29 0.11 0.05 0.01
C -0.11043 1.60725 -1.32911 -1.80 -1.34 0.56 0.08
H -0.03436 -0.97110 0.22838 0.51 0.90 -0.73 0.00
S -1.49533 0.47968 -0.80348 0.13 0.80 -0.33 0.84
H -0.68407 0.27667 2.52728 0.19 -0.02 -0.16 0.00
O -0.70142 1.23846 2.58465 -0.24 0.08 0.18 0.02
H 0.77469 1.04921 -1.06264 0.56 0.54 -0.39 0.00
O -0.06060 -1.47202 1.03717 -0.66 -0.40 0.72 0.01
H 1.33200 -2.10934 -0.01423 -0.94 -0.34 -0.91 0.00
H -0.96878 -1.77051 0.90134 -0.09 -0.54 0.65 0.00
H 1.13978 -2.07556 -1.70920 -0.95 -0.25 0.62 0.00
O 1.67006 -2.04631 -0.91881 2.20 0.37 -0.05 0.00
```
Positions in Å, forces in eV/Å.

Properties
LUMO (spin up / spin down) = 0.018 / -0.093 Eh
Energy relative to the best compared isomer or geometry (same formula, charge and spin) = 0.562 eV
Highest occupied orbital energy (spin up / spin down) = -0.3709 / -0.3562 Ha
Multiplicity = 2
E = -667.325241 Ha
Gap between HOMO and LUMO (spin up / spin down) = 10.5707 / 7.1728 eV